Record 1
{"formula": "C20H56B2F8N6O6", "method": "wB97M-V/def2-TZVPD", "e_tot_ev": -65942.9422, "max_force_ev_per_a": 1.75, "charge": 4, "gap_ev": 8.233, "multiplicity": 1, "elements": ["C", "C", "O", "N", "H", "H", "C", "H", "H", "H", "H", "H", "H", "C", "C", "O", "N", "H", "H", "C", "H", "H", "H", "H", "H", "H", "C", "C", "O", "N", "H", "H", "C", "H", "H", "H", "H", "H", "H", "C", "C", "O", "N", "H", "H", "C", "H", "H", "H", "H", "H", "H", "C", "C", "C", "O", "C", "N", "H", "H", "H", "H", "H", "H", "H", "H", "H", "H", "H", "H", "C", "C", "C", "O", "C", "N", "H", "H", "H", "H", "H", "H", "H", "H", "H", "H", "H", "H", "B", "F", "F", "F", "F", "B", "F", "F", "F", "F"], "positions_angstrom": [[-7.61946, 0.03864, 3.07681], [-6.12353, 0.06063, 3.21425], [-5.36865, -0.83466, 3.02917], [-5.53291, 1.44683, 3.49433], [-5.58040, 1.96108, 2.60694], [-6.09471, 2.01202, 4.14183], [-4.08359, 1.44326, 3.92790], [-8.09358, -0.87836, 3.41782], [-7.77937, 0.15804, 2.00108], [-8.04282, 0.84621, 3.67459], [-3.96886, 1.09632, 4.94811], [-3.83279, 2.50608, 3.93162], [-3.50534, 0.94332, 3.16137], [2.11912, 4.07478, 1.92475], [0.84488, 4.39018, 1.24605], [0.12819, 5.30215, 1.45094], [0.40710, 3.42931, 0.14067], [1.14732, 2.76706, -0.15506], [-0.37642, 2.80738, 0.33919], [-0.01982, 4.16286, -1.08843], [1.99876, 3.06136, 2.32290], [2.35086, 4.74758, 2.74102], [2.92901, 3.98987, 1.19475], [-0.93844, 4.71649, -0.91806], [-0.20381, 3.44514, -1.88498], [0.77045, 4.81627, -1.44862], [4.19849, -0.15190, -4.31300], [3.09833, -0.31768, -3.31247], [1.94459, -0.41391, -3.54170], [3.63752, -0.24042, -1.88567], [4.49240, 0.32505, -1.88569], [2.95673, 0.24335, -1.28522], [3.94095, -1.62578, -1.35765], [4.92983, 0.53681, -3.88031], [3.82838, 0.31255, -5.22084], [4.72657, -1.07686, -4.54945], [3.03411, -2.20085, -1.21530], [4.51028, -1.49320, -0.44535], [4.53235, -2.08468, -2.14800], [0.22893, 2.18592, -4.48820], [1.14940, 1.88647, -5.62892], [2.29100, 2.12704, -5.71733], [0.46189, 1.26252, -6.86368], [0.63720, 0.24965, -6.90669], [-0.54456, 1.23884, -6.67746], [0.87965, 1.86233, -8.19645], [0.83281, 2.11000, -3.58509], [-0.56741, 1.43915, -4.40111], [-0.29021, 3.12988, -4.66149], [0.23003, 2.71284, -8.36859], [0.81079, 1.09836, -8.96377], [1.92115, 2.15725, -8.10571], [-5.09749, -4.86344, -0.89696], [-4.46452, -4.01015, 0.18501], [-3.44098, -3.04480, -0.38038], [-2.62696, -2.51441, 0.65310], [-1.64783, -1.63483, 0.10542], [-5.60612, -3.33839, 0.96979], [-6.19044, -2.85370, 0.28754], [-6.12071, -4.06433, 1.47471], [-5.26985, -2.69591, 1.69935], [-5.65929, -4.19293, -1.55753], [-5.84246, -5.57633, -0.53897], [-4.35267, -5.43433, -1.44304], [-3.97014, -4.60816, 0.95294], [-3.89904, -2.21619, -0.93804], [-2.79441, -3.62357, -1.04535], [-0.99450, -1.28314, 0.90503], [-2.01924, -0.70413, -0.33622], [-1.02268, -2.21477, -0.57561], [3.42594, -1.07746, 5.64274], [3.16784, -0.99035, 4.13847], [3.54342, -2.21025, 3.34209], [2.58648, -3.19944, 3.65831], [3.00204, -4.51638, 3.36289], [1.67496, -0.69502, 3.94356], [1.36658, -0.85269, 2.98144], [1.14111, -1.34396, 4.52838], [1.46595, 0.25009, 4.25595], [4.44804, -1.40372, 5.81634], [2.80074, -1.84509, 6.10553], [3.19557, -0.10220, 6.06816], [3.67583, -0.08272, 3.81040], [4.55151, -2.47507, 3.68303], [3.59710, -2.09495, 2.25678], [3.82823, -4.95022, 3.92803], [3.19677, -4.61572, 2.28694], [2.14684, -5.17329, 3.53158], [3.46628, 3.14010, -1.90040], [2.24414, 2.39470, -1.99353], [3.96056, 3.55448, -3.11689], [3.18636, 4.27918, -1.11274], [4.39068, 2.30678, -1.22762], [1.52955, 0.58313, 0.72257], [0.66021, 0.88458, 1.80738], [2.44798, 1.59038, 0.55433], [2.16063, -0.65285, 0.97268], [0.75560, 0.38893, -0.45297]], "forces_ev_per_a": [[0.559, 0.584, 0.448], [-0.910, -0.918, 0.034], [0.278, 0.415, 0.052], [0.464, -0.029, 0.034], [-0.094, -0.003, 0.008], [-0.121, -0.321, 0.080], [-0.299, 1.289, -0.225], [0.386, -0.241, -0.074], [-0.454, 0.233, 0.090], [-0.291, 0.130, -0.430], [-0.127, -0.510, -0.142], [0.264, -0.108, 0.002], [0.066, -0.324, 0.264], [0.112, -1.106, -0.114], [0.263, 0.519, 0.640], [-0.593, 0.155, -0.119], [0.190, -0.582, -1.636], [0.338, 0.548, 0.185], [0.055, 0.198, 0.907], [-0.184, 0.379, -0.803], [0.128, 0.071, 0.066], [-0.178, 0.337, -0.201], [-0.023, 0.219, 0.017], [0.148, 0.101, 0.317], [0.053, -0.232, 0.228], [0.103, 0.038, 0.335], [0.446, 0.440, 0.374], [1.067, 0.673, -0.709], [-0.553, -0.237, 0.605], [-0.868, -0.682, 0.129], [-0.181, 0.285, 0.180], [0.060, 0.131, -0.199], [0.304, 0.443, -0.715], [0.102, -0.012, -0.217], [-0.143, -0.204, -0.032], [-0.162, -0.120, 0.062], [-0.157, 0.233, 0.118], [-0.013, -0.214, 0.046], [0.221, -0.268, 0.322], [-0.303, -1.017, -0.162], [-0.432, 0.421, 0.317], [0.512, -0.143, -0.198], [-0.423, -0.977, -0.169], [0.635, 0.188, 0.247], [-0.060, 0.638, -0.487], [-0.096, -0.018, 0.369], [-0.045, 0.605, 0.047], [0.111, -0.110, -0.153], [0.384, 0.256, 0.156], [0.101, 0.037, -0.266], [-0.290, 0.070, -0.042], [-0.040, 0.104, 0.119], [-0.679, 0.320, 0.029], [0.277, -0.692, 0.536], [0.240, 0.329, 0.537], [-0.659, 0.536, -0.029], [0.764, -0.153, 0.613], [0.870, 0.020, -0.056], [-0.344, 0.004, 0.327], [-0.302, 0.019, -0.360], [0.092, 0.123, -0.356], [0.281, -0.176, -0.375], [0.184, -0.034, 0.326], [0.046, 0.157, -0.110], [0.103, -0.092, -0.141], [-0.124, -0.181, -0.186], [-0.224, -0.033, -0.274], [-0.117, -0.321, 0.179], [-0.455, -0.381, -0.348], [0.004, 0.330, -0.323], [-0.588, -0.554, -0.487], [-0.095, 0.791, 0.269], [0.316, -0.574, 0.231], [0.266, 0.172, 0.575], [-0.808, -1.065, -0.971], [0.180, -0.692, 0.443], [0.215, 0.385, -0.157], [0.171, -0.065, -0.013], [-0.097, 0.068, -0.272], [0.135, 0.439, 0.090], [-0.084, 0.071, -0.005], [0.334, -0.082, 0.379], [0.061, -0.212, -0.503], [-0.047, -0.199, -0.021], [-0.125, 0.416, 0.029], [0.203, 0.675, 0.219], [0.316, 0.119, 0.095], [-0.029, 0.186, 0.206], [0.794, 1.273, 0.463], [-0.314, -0.340, -0.471], [-0.426, -0.684, -0.069], [-0.310, -0.407, 0.183], [0.006, -0.279, -0.273], [-0.550, -1.048, -0.316], [-0.069, 0.078, 0.002], [0.121, -0.182, 0.043], [0.107, 0.097, 0.350], [0.050, 0.475, 0.288]]}

Record 2
{"formula": "C20H56BF4O7", "method": "wB97M-V/def2-TZVPD", "e_tot_ev": -47523.7860, "max_force_ev_per_a": 14.63, "charge": -1, "gap_ev": 9.272, "multiplicity": 1, "elements": ["B", "F", "F", "F", "F", "C", "C", "C", "C", "C", "C", "H", "H", "H", "H", "H", "H", "H", "H", "H", "H", "H", "H", "H", "H", "C", "C", "O", "H", "H", "H", "H", "H", "H", "C", "C", "O", "H", "H", "H", "H", "H", "H", "C", "C", "O", "H", "H", "H", "H", "H", "H", "C", "C", "O", "H", "H", "H", "H", "H", "H", "C", "C", "O", "H", "H", "H", "H", "H", "H", "C", "C", "O", "H", "H", "H", "H", "H", "H", "C", "C", "O", "H", "H", "H", "H", "H", "H"], "positions_angstrom": [[-1.55098, 0.42876, 0.54420], [-0.41140, 0.89136, 1.25071], [-1.24141, -0.54905, -0.34291], [-2.57928, 0.13057, 1.30200], [-1.97436, 1.43857, -0.34882], [-1.88425, 0.54163, -3.78529], [-0.63491, 0.62140, -4.61703], [0.18078, 1.89369, -4.47305], [1.56361, 1.79322, -5.03545], [2.40072, 3.02470, -4.90321], [3.76305, 3.24932, -5.63811], [-2.42043, 1.43137, -4.04803], [-1.70461, 0.58219, -2.66811], [-2.69813, -0.25338, -3.99338], [-0.97801, 0.36228, -5.56550], [-0.00460, -0.29416, -4.04144], [0.08165, 1.93190, -3.46342], [-0.37244, 2.74784, -4.80361], [1.72829, 1.57197, -6.10404], [2.31998, 1.05659, -4.65594], [2.72818, 2.92787, -3.93703], [1.74841, 3.90823, -4.95180], [4.34453, 3.91318, -5.26105], [3.53551, 3.38594, -6.68500], [4.14512, 2.23461, -5.51734], [-4.32680, -3.86867, -0.85741], [-3.89981, -2.35560, -0.63872], [-3.16082, -1.87513, -1.66292], [-3.30869, -4.38240, -1.05441], [-5.04964, -3.85571, -1.59301], [-4.83578, -3.96698, 0.08853], [-3.33181, -2.25743, 0.20120], [-4.77100, -1.63931, -0.46253], [-2.51174, -1.15835, -1.27050], [0.29911, 3.12224, 4.18311], [-0.83552, 2.28805, 4.35673], [-1.96497, 2.99673, 4.84467], [1.02708, 2.41493, 3.94943], [0.57732, 3.69587, 5.15569], [0.30829, 3.76529, 3.24805], [-0.73423, 1.40706, 5.04804], [-1.10984, 1.84666, 3.41949], [-1.49964, 3.89501, 5.14121], [-3.78647, -2.01088, 5.42155], [-2.81098, -1.87891, 4.30928], [-1.57911, -1.99641, 4.87585], [-4.24783, -3.09283, 5.68086], [-4.74222, -1.53610, 4.92845], [-3.85816, -1.17278, 6.06537], [-2.63562, -1.07660, 3.88660], [-3.13350, -2.56505, 3.48315], [-0.95753, -1.82471, 4.24189], [1.93120, -1.79171, 4.44189], [1.52492, -0.73670, 3.41723], [0.25131, -1.20857, 2.90770], [2.98160, -1.49193, 4.96588], [2.04173, -2.72244, 3.88949], [1.33574, -1.78368, 5.34008], [2.15538, -0.58968, 2.60090], [1.30953, 0.22266, 3.86306], [-0.19270, -0.62295, 2.26156], [0.20650, -4.73604, -0.20347], [0.04549, -3.37271, 0.37336], [0.97400, -3.33858, 1.45558], [0.61293, -5.45821, 0.46290], [0.87762, -4.53841, -0.77960], [-0.81492, -4.92404, -0.74121], [-0.87662, -3.29085, 0.60131], [0.01006, -2.75872, -0.46370], [1.03228, -2.61699, 1.80215], [2.46266, -1.78111, -2.60934], [2.30463, -0.65649, -1.69938], [3.14016, 0.49115, -1.83938], [3.52302, -2.06652, -2.86077], [1.94161, -1.64662, -3.46558], [1.92589, -2.71652, -2.22304], [2.62969, -0.91149, -0.57403], [1.26415, -0.14584, -1.72255], [2.75872, 1.10390, -1.34283], [2.21611, 4.38116, -0.66811], [2.45786, 3.27412, 0.32140], [1.84923, 2.03785, -0.08388], [2.65364, 5.25089, -0.35237], [1.17648, 4.58353, -0.87734], [2.64084, 4.12045, -1.64898], [1.91677, 3.51937, 1.18225], [3.42864, 3.10602, 0.56977], [1.09874, 1.92711, 0.45207]], "forces_ev_per_a": [[0.041, 2.908, -2.592], [0.318, -0.229, 0.448], [1.456, -2.609, -0.490], [-1.716, -1.173, 2.603], [0.064, 1.459, 0.066], [-1.951, 0.233, 1.439], [1.492, -3.657, 2.929], [-0.593, -1.908, -1.945], [3.130, -0.777, -1.980], [-0.059, 2.839, -0.095], [-5.783, -6.228, -2.577], [-0.748, 0.975, 0.251], [-0.185, -0.072, -1.260], [1.958, 0.660, 0.172], [0.352, -0.609, -2.085], [-0.925, 2.116, -2.353], [1.007, 0.929, 3.462], [-0.239, 0.661, -0.784], [-1.564, -0.339, -0.256], [-1.559, -0.288, 0.573], [0.564, 0.580, 2.991], [0.237, 0.103, -0.090], [3.535, 4.385, 2.541], [0.407, 0.272, -0.504], [0.953, 0.102, -0.327], [3.146, 2.866, 1.705], [-2.932, -0.321, -0.841], [2.908, 2.472, -1.396], [-2.203, 0.200, 0.401], [-1.137, -0.604, -2.007], [0.093, -1.380, 0.463], [1.421, -0.250, 2.913], [0.256, -1.169, -0.121], [-1.690, -2.012, -1.247], [2.155, 2.815, 0.211], [-3.200, -2.332, 0.978], [1.341, 3.714, 1.092], [2.188, -0.890, -0.079], [-0.244, -0.766, -1.721], [-0.539, -0.273, 1.356], [0.662, 0.735, -0.389], [-0.241, -0.279, -0.725], [-2.175, -2.731, -0.730], [-5.460, -0.282, -2.350], [-1.859, -7.343, 2.859], [0.590, -2.820, 3.838], [1.827, 2.640, -0.059], [0.798, -1.296, 0.019], [1.221, 0.018, 2.085], [-0.867, 8.705, -4.260], [0.771, -0.338, 0.558], [2.953, 0.708, -2.633], [3.399, 1.700, 0.606], [-2.680, -0.247, 1.295], [-0.285, -0.271, -0.050], [-1.951, -0.712, -1.691], [-0.122, -0.313, 0.634], [-0.942, -0.451, -0.240], [1.555, -0.003, -1.212], [0.344, 0.440, 0.419], [0.861, 0.197, 0.479], [-8.489, -1.416, 4.052], [4.360, -2.618, 0.680], [-0.767, -12.393, -7.168], [-0.602, -0.798, 0.857], [7.674, 1.054, -7.670], [2.107, -0.500, 0.811], [-6.520, 0.788, 3.247], [1.672, 2.292, -1.303], [0.551, 13.208, 6.264], [1.513, -2.969, 1.330], [-0.672, 2.594, 4.713], [3.684, -4.313, -5.247], [-0.958, 0.394, 0.448], [-1.304, 0.845, -3.151], [0.960, 1.229, 0.076], [-1.569, -0.448, -2.085], [1.038, -1.781, 0.236], [-2.630, 4.262, 3.478], [-0.204, -2.125, -1.867], [-3.504, -0.216, -1.329], [1.900, 0.562, -1.147], [1.226, 2.343, 0.859], [-0.482, -0.192, 0.323], [0.082, 0.046, 0.216], [-0.398, 0.755, 1.819], [3.000, -0.372, 0.420], [-1.824, -0.695, 0.843]]}

| no. | highest occupied orbital energy (eV) | LUMO energy (eV) |
| --- | --- | --- |
| 1 | -18.011 | -9.778 |
| 2 | -6.703 | 2.569 |